Formula: C25H48IrOP4
Source: the Open Molecules 2025 dataset
Level of theory: ωB97M-V/def2-TZVPD

ORCA input file:
```
! wB97M-V def2-TZVPD RIJCOSX def2/J DEFGRID3
* xyz 4 6
H -2.508 1.088 1.695
C -2.680 -1.117 3.459
C -0.762 3.292 -3.443
H -3.277 -2.327 0.615
H -5.125 1.711 -2.446
Ir -0.594 -1.813 0.879
C 4.993 -0.423 2.022
H -1.750 -4.742 3.057
H 5.816 0.062 2.554
H 2.823 2.033 -3.363
H 2.595 -2.826 2.473
H -0.282 4.122 -2.897
H -6.161 0.506 -4.366
C -2.461 -0.147 -3.543
H 0.781 -2.219 3.772
C 1.462 -1.977 -1.854
H 1.569 0.021 2.938
C -2.432 -2.018 0.000
H 5.347 0.635 0.164
C 3.184 -2.038 1.986
P 0.505 2.116 -3.953
C -1.603 1.555 1.287
O -1.213 -0.007 -3.742
H -0.105 -3.654 4.351
H -1.625 -4.054 -0.060
P -0.184 0.413 1.283
H 1.463 -0.891 -2.004
H -1.501 2.797 -2.801
H 1.541 1.972 0.726
C 2.897 -1.687 0.655
H -4.961 -1.445 -5.421
H 2.078 3.618 -2.980
C -3.234 0.700 -2.658
C 0.273 1.640 -5.674
H -0.016 0.369 3.732
P -1.472 -2.363 2.879
C 4.221 -1.395 2.668
C -2.435 -3.898 2.901
C 0.956 1.252 0.138
C 1.618 -4.183 0.016
P 1.378 -2.388 -0.095
H -3.362 -1.623 4.145
H 4.434 -1.678 3.697
H 2.575 -4.448 -0.445
H -1.314 2.414 1.908
H -1.260 3.670 -4.350
H -3.134 -3.844 3.742
H -2.989 -4.025 1.971
H 0.381 1.790 -0.632
H 3.563 -0.562 -1.077
H -0.624 2.152 -6.060
H -1.781 1.890 0.254
H 2.382 -2.402 -2.277
H 0.811 -4.700 -0.512
C -5.139 0.249 -4.055
H -2.174 -0.293 3.981
H -3.259 -0.723 2.615
H 0.108 0.560 -5.712
H 1.663 0.560 -0.336
H 2.484 3.197 -4.679
C -1.502 -3.041 -0.434
C 3.724 -0.770 -0.017
C 4.740 -0.112 0.688
C 0.651 0.628 2.898
C -3.194 -1.150 -4.262
H 0.601 -2.385 -2.397
H 0.908 1.690 2.961
H -2.642 -1.179 -0.675
H 0.297 0.935 -3.203
C -4.473 -0.837 -4.651
H -2.743 1.195 -1.823
C -0.181 -2.583 4.130
H 1.614 -4.509 1.057
H 1.156 1.910 -6.266
H -2.628 -1.975 -4.693
C 2.133 2.805 -3.715
C -4.540 0.962 -3.010
H -0.468 -2.044 5.040
H -1.090 -2.943 -1.434
*
```

Values from the calculation:
Lowest unoccupied orbital energy (spin up / spin down) (eV): -11.2 / -16.5
ΔE to the lowest compared entry with this formula, charge and spin (kJ/mol): 0.0
Largest force on an atom (eV Å⁻¹): 3.01
E (eV): -68702.1191

Want to see where the charge sits? The Mulliken charges in e are:
1 H 0.245
2 C -1.362
3 C -1.058
4 H 0.612
5 H 0.482
6 Ir 0.524
7 C -0.680
8 H 0.448
9 H 0.455
10 H 0.379
11 H 0.300
12 H 0.399
13 H 0.488
14 C 0.707
15 H 0.090
16 C -0.979
17 H 0.175
18 C -0.428
19 H 0.451
20 C -0.882
21 P 1.288
22 C -1.114
23 O -0.365
24 H 0.464
25 H 0.455
26 P 0.891
27 H -0.132
28 H 0.176
29 H 0.595
30 C 0.889
31 H 0.500
32 H 0.439
33 C 0.218
34 C -1.210
35 H 0.317
36 P 0.863
37 C -0.655
38 C -1.366
39 C -0.747
40 C -1.263
41 P 0.916
42 H 0.515
43 H 0.473
44 H 0.485
45 H 0.500
46 H 0.409
47 H 0.504
48 H 0.358
49 H 0.122
50 H 0.433
51 H 0.419
52 H 0.216
53 H 0.558
54 H 0.402
55 C -0.331
56 H 0.376
57 H 0.327
58 H 0.350
59 H -0.177
60 H 0.435
61 C -0.902
62 C -0.433
63 C -0.712
64 C -1.313
65 C -0.500
66 H 0.434
67 H 0.613
68 H -0.308
69 H -0.044
70 C -0.398
71 H 0.375
72 C -0.972
73 H 0.426
74 H 0.445
75 H 0.522
76 C -1.252
77 C -0.762
78 H 0.445
79 H 0.436

Formula: C4H10S2
Source: the Open Molecules 2025 dataset
Level of theory: ωB97M-V/def2-TZVPD

ORCA input file:
```
! wB97M-V def2-TZVPD RIJCOSX def2/J DEFGRID3
* xyz 0 1
S -0.121 0.402 1.208
H 1.161 -3.685 -1.140
H 0.339 -1.231 -1.322
H -0.946 -2.346 -1.352
C 0.140 3.071 0.710
H 1.267 3.017 0.859
H 0.421 -3.833 0.248
H 0.051 3.940 0.077
C -0.677 1.915 0.199
H -1.749 1.879 0.064
H -0.465 1.851 -0.839
C 0.831 -3.017 -0.320
S -1.181 -1.182 0.696
H 1.545 -2.255 0.107
H -0.505 3.446 1.582
C -0.109 -1.972 -0.775
*
```

Values from the calculation:
Lowest unoccupied orbital energy (eV): 0.9
ΔE to the lowest compared entry with this formula, charge and spin (kJ/mol): 181.5
Largest force on an atom (eV Å⁻¹): 4.81
SMILES: CCSSCC
E (eV): -25979.1029

Want to see where the charge sits? The Mulliken charges in e are:
1 S -0.114
2 H 0.290
3 H 0.385
4 H 0.401
5 C -1.108
6 H 0.308
7 H 0.282
8 H 0.362
9 C -0.453
10 H 0.440
11 H 0.296
12 C -0.876
13 S -0.091
14 H 0.258
15 H 0.272
16 C -0.652

Formula: C36H70BN6O17S2
Source: the Open Molecules 2025 dataset
Level of theory: ωB97M-V/def2-TZVPD

ORCA input file:
```
! wB97M-V def2-TZVPD RIJCOSX def2/J DEFGRID3
* xyz 1 1
C -0.252 6.242 -0.144
H -2.743 -3.968 -2.929
N -0.276 0.691 4.763
H -2.779 -1.664 -2.924
H 0.791 6.415 0.071
H 4.491 -2.196 4.437
H 0.010 2.304 7.508
C -1.654 4.448 -1.312
H 0.622 2.385 0.811
H -0.828 -0.035 -4.659
H -0.298 -0.753 0.220
H 4.814 -9.949 -2.335
C 1.497 4.087 1.702
H -6.812 -1.189 -6.262
C 1.441 3.524 3.138
H 3.470 2.846 -1.640
H 0.562 -2.215 -0.263
H 2.484 3.906 1.297
C -5.696 -3.514 -5.781
H -2.215 0.748 -3.990
H -1.667 5.289 1.283
H 4.288 0.630 -1.937
H 5.806 -3.350 4.742
C 6.350 -6.326 0.504
O -4.453 4.872 0.090
C 8.431 -2.732 0.670
C -2.705 5.490 -1.675
H -0.062 -0.515 -2.281
C 3.034 2.111 -0.968
C 0.692 3.950 -0.691
H -5.809 -0.402 -5.023
H -3.899 -0.191 4.284
N -3.233 7.157 1.798
H 5.394 -5.853 0.711
N -0.862 1.148 5.955
H 0.518 2.968 3.256
C 0.944 1.106 4.785
O 5.643 -8.044 -2.439
H -2.562 6.436 -1.165
C 5.480 -7.698 -1.162
C -1.182 0.482 -3.774
O 6.400 -6.790 -0.854
H -4.490 3.978 0.443
H -3.175 -0.044 5.904
H -2.437 3.124 -2.767
C -1.977 7.406 1.267
H 4.968 -9.206 -3.944
H -3.882 6.713 1.163
H -6.609 -3.859 5.817
H 1.659 4.439 -0.711
H -5.645 -5.201 6.477
B -4.140 4.951 -1.262
C -4.962 -5.670 -6.224
C -2.068 -4.068 -2.090
H -0.761 2.460 -4.409
H -2.158 -0.454 4.512
H 1.366 5.158 1.773
H -0.417 6.263 1.969
C 0.760 2.924 -1.833
O -4.642 -4.323 -5.854
H -0.565 7.088 -0.740
O 4.639 -8.133 -0.420
C 0.484 3.457 0.745
H -1.670 0.064 -1.767
H 6.511 -7.152 1.194
H -2.711 5.629 -2.749
N -0.540 2.457 -2.324
C 5.162 -2.918 3.980
N -1.311 -2.802 -1.875
O 5.921 -2.186 3.014
O -5.044 4.653 -2.228
C -0.343 -1.837 0.186
O -3.329 -1.985 5.166
C -1.095 6.192 1.126
O 6.990 -4.095 2.482
O -5.362 -1.538 6.037
H -7.018 -1.618 -4.546
C 6.806 -2.915 2.336
H -0.519 3.656 1.092
H -1.161 4.202 -3.342
N -0.303 5.036 -1.051
H 7.987 -3.491 0.030
H -5.604 3.899 -2.021
C -6.302 -1.326 -5.311
H 3.112 2.963 4.400
O 7.434 -2.109 1.488
O -1.540 8.494 0.998
H 3.415 2.732 2.719
O -5.263 -2.301 -5.429
H 3.015 2.486 0.044
C -0.399 1.785 -3.638
H -1.947 3.822 -0.480
H 4.579 -3.703 3.501
S 2.225 0.898 3.633
H 1.745 1.086 -2.313
O 1.237 1.814 5.903
H -0.422 -2.196 1.203
H -5.422 -5.697 -7.208
H 1.263 3.451 -2.663
C 2.647 2.648 3.476
C 1.639 1.749 -1.465
H 0.643 1.608 -3.872
C -5.752 -4.122 6.433
O -2.661 -2.207 -0.093
C 0.062 1.791 6.571
S 5.348 0.999 0.153
C -4.496 -2.308 5.715
H -5.628 -6.120 -5.491
H 8.846 -1.939 0.057
H -3.616 8.026 2.148
H 1.150 1.155 -0.699
O -6.839 -3.815 -5.990
C -3.139 -0.578 4.962
H -1.363 -4.854 -2.327
C 4.715 -9.027 -2.904
C -1.107 -0.419 -2.555
C 3.919 0.866 -0.950
C -1.472 3.547 -2.516
H 7.146 -5.610 0.610
H 9.213 -3.170 1.286
O -4.542 -3.632 5.848
C -1.561 -2.277 -0.565
H -5.883 -3.722 7.436
H -1.343 -2.092 -3.838
C -1.695 -1.790 -2.860
H 3.694 -8.657 -2.829
H 0.006 5.372 -1.963
H -2.633 -4.338 -1.211
H -4.018 -6.204 -6.242
H 3.329 0.027 -0.603
H 1.384 4.353 3.831
H 4.788 0.437 1.222
*
```

Values from the calculation:
Lowest unoccupied orbital energy (eV): -2.6
Largest force on an atom (eV Å⁻¹): 1.02
E (eV): -104557.8686

Results of the Mulliken charge analysis, in e, for atoms 1 through 99:
1 C -1.338
2 H 0.230
3 N -0.066
4 H 0.495
5 H 0.665
6 H 0.163
7 H 0.452
8 C 0.652
9 H 0.692
10 H 0.477
11 H -0.195
12 H 0.296
13 C -0.777
14 H 0.332
15 C -1.056
16 H 0.453
17 H 0.337
18 H 0.718
19 C 0.752
20 H 0.312
21 H 0.445
22 H 0.412
23 H 0.317
24 C -0.548
25 O -0.640
26 C -0.633
27 C -1.092
28 H 0.102
29 C -0.100
30 C -0.652
31 H 0.134
32 H 0.290
33 N -0.446
34 H 0.296
35 N -0.225
36 H 0.571
37 C 0.019
38 O -0.319
39 H 0.397
40 C 0.770
41 C -1.005
42 O -0.301
43 H 0.302
44 H 0.313
45 H 0.418
46 C -0.057
47 H 0.217
48 H 0.168
49 H 0.292
50 H 0.769
51 H 0.220
52 B 0.831
53 C -0.660
54 C -0.896
55 H 0.358
56 H 0.184
57 H 0.256
58 H 0.585
59 C -0.736
60 O -0.292
61 H 0.792
62 O -0.539
63 C -1.212
64 H 0.369
65 H 0.328
66 H 0.237
67 N 1.021
68 C -0.644
69 N 0.002
70 O -0.243
71 O -0.538
72 C -0.914
73 O -0.283
74 C -0.356
75 O -0.566
76 O -0.543
77 H 0.333
78 C 0.780
79 H 0.849
80 H 0.459
81 N 0.256
82 H 0.261
83 H 0.314
84 C -0.661
85 H 0.406
86 O -0.271
87 O -0.555
88 H 0.572
89 O -0.234
90 H -0.381
91 C -1.395
92 H 0.324
93 H 0.311
94 S 0.009
95 H 1.066
96 O -0.232
97 H 0.497
98 H 0.311
99 H 0.336

Formula: C39H103N3O20
Source: the Open Molecules 2025 dataset
Level of theory: ωB97M-V/def2-TZVPD

ORCA input file:
```
! wB97M-V def2-TZVPD RIJCOSX def2/J DEFGRID3
* xyz 0 1
H -3.297 5.115 3.453
C -1.361 -1.895 -0.751
H 1.661 -1.996 2.413
H 1.721 1.310 1.248
H 4.775 -3.408 -5.156
H 1.548 5.401 -0.526
H 4.540 -4.275 0.394
H 2.377 4.517 3.501
H 6.249 -2.632 -5.463
C -2.283 5.218 3.855
O 3.727 1.352 3.382
O -0.928 -3.793 2.388
H -2.231 -0.216 0.288
H 0.950 6.318 1.588
N -0.824 -2.734 1.474
C 4.665 -1.208 -4.912
H -1.604 -2.747 4.849
H 4.645 1.567 -5.071
C -1.181 -4.310 -0.315
H 0.235 7.902 2.097
H -1.859 -3.770 2.670
C 0.705 3.906 -1.423
C 2.730 -0.104 -3.638
C -1.596 -0.869 2.933
C -1.437 6.153 3.017
H -3.248 -3.911 1.366
C -1.628 3.835 3.901
H -2.250 3.169 4.497
H 1.546 0.276 -1.825
H -3.321 -7.326 -3.676
H -1.395 5.720 2.008
C 1.945 -0.557 -2.427
H 0.773 4.516 -2.331
C 4.916 1.128 -4.100
H -1.935 7.114 2.884
H -1.908 -0.848 -4.870
C 4.448 -0.943 -6.409
H 2.670 3.229 0.366
H 0.544 -2.312 3.771
H -1.802 -5.168 -0.039
H -4.749 -8.603 -1.800
C -0.648 3.965 -0.801
C -0.444 -1.461 2.080
H -3.207 -5.016 4.316
H 0.781 -0.485 0.465
H 3.859 -2.511 1.767
C -3.138 -7.392 -2.603
H 4.056 0.804 -2.161
H 5.955 -0.559 -3.312
H -0.982 0.280 -0.850
O -2.195 -8.415 -2.338
H -1.683 3.452 2.870
H -3.607 3.859 1.273
H -1.298 -4.279 -1.416
O -0.496 -3.865 -4.889
H -5.395 2.996 2.563
C 4.085 -3.330 0.052
H -0.950 4.932 -0.385
C 3.713 0.963 -3.185
H -2.365 -1.556 3.312
H -0.632 3.233 0.026
C -3.966 2.866 0.983
H 2.529 -1.078 -1.667
H -3.551 -2.162 1.047
H -2.161 -1.941 -1.485
C -0.196 -0.462 0.954
H -3.656 -3.461 -0.240
H 1.111 -0.639 3.266
H -0.860 4.788 6.216
O -4.002 -7.249 -0.469
H -0.300 0.569 1.312
H -2.426 5.621 4.864
H -5.432 0.944 0.648
C 0.785 -1.638 2.955
H -0.193 1.670 3.962
O 3.225 2.711 0.978
H -4.741 -7.424 0.119
H 5.588 1.916 -3.741
H 3.922 -1.769 -6.890
H 4.004 0.042 -6.550
H 3.200 1.930 -3.217
H -4.174 1.280 -3.970
H -1.245 -0.261 3.768
C -1.123 -2.711 -4.271
H 3.017 -3.084 -4.594
N 0.562 4.964 3.661
H 3.858 2.276 3.136
H -0.484 -1.343 -5.797
O -5.700 1.266 1.524
C 1.737 0.462 -4.651
C 5.620 -0.205 -4.290
O -2.359 -2.234 -6.274
H 5.376 -0.916 -6.997
H 4.714 0.742 1.727
C 5.395 -2.582 -4.785
H 0.171 6.607 5.707
C 0.047 7.196 4.797
N 3.433 -1.295 -4.140
O 1.892 5.013 4.170
O -3.823 2.684 -0.423
H -2.244 -0.209 2.343
H 0.366 -3.618 -5.240
H -0.140 -4.624 -0.277
O 1.705 4.452 -0.517
O -4.425 0.414 -3.627
H 6.467 -0.095 -4.966
H -2.100 -3.160 -6.388
O 2.804 -0.303 5.564
O -3.780 -4.599 3.664
O -1.634 3.630 -1.784
C -0.171 4.017 5.869
H 1.346 2.272 4.500
C -1.660 -2.977 0.280
C 0.763 7.005 2.419
H -0.517 3.073 6.297
H 2.513 -4.396 -0.945
H -6.102 3.194 0.969
H 0.810 4.236 6.290
C -1.265 -0.505 -0.144
C 2.636 -3.623 -0.175
H 0.852 7.924 4.769
O 4.301 -2.261 0.945
O 2.027 -4.099 1.019
H -0.372 -2.365 -3.560
H -5.173 0.425 -1.898
H -6.606 0.632 -1.391
H 0.821 2.713 2.912
H 3.462 -0.361 2.221
C -5.332 2.647 1.531
H -5.081 0.081 -4.251
H -5.144 -6.841 -2.132
H 1.069 -0.327 -4.997
C -4.391 -7.574 -1.828
H 5.680 -2.724 -3.746
H -2.762 -6.393 -2.336
H -1.950 -8.324 -1.411
C -1.423 -1.698 -5.364
H -4.468 2.039 -0.750
C -3.144 -3.092 0.656
H -0.367 -2.033 -1.187
H 4.586 -3.148 -0.902
H -1.686 -3.808 5.947
H 2.135 -2.704 -0.500
H 1.001 2.896 -1.700
H 2.204 0.881 -5.542
H 1.094 1.199 -4.162
O -5.687 0.687 -1.112
C 0.449 2.547 3.933
H -3.254 2.174 1.457
C 3.682 0.692 2.097
H 2.978 0.859 0.152
H -2.464 3.570 -1.275
H -2.034 -3.060 -3.796
O 2.519 -2.261 -4.631
H -0.905 7.704 4.980
C -0.154 3.889 4.338
H 1.136 -3.719 1.032
H -4.663 -4.646 4.044
H 3.526 0.074 5.044
H 2.013 0.029 5.133
O -1.209 -3.015 5.686
H 1.779 7.258 2.736
C 2.802 1.365 1.121
C -0.018 6.298 3.546
H 1.068 -1.142 -2.701
*
```

Values from the calculation:
Lowest unoccupied orbital energy (eV): -0.2
ΔE to the lowest compared entry with this formula, charge and spin (kJ/mol): 0.0
Largest force on an atom (eV Å⁻¹): 2.24
E (eV): -87527.6875

Results of the Mulliken charge analysis, in e, for atoms 1 through 99:
1 H 0.476
2 C -0.761
3 H -0.469
4 H -0.366
5 H 0.598
6 H 0.301
7 H 0.413
8 H 0.370
9 H 0.374
10 C -1.053
11 O -0.581
12 O -0.561
13 H -0.114
14 H -0.059
15 N 1.795
16 C 1.012
17 H 0.293
18 H 0.428
19 C -1.411
20 H 0.456
21 H 0.258
22 C -0.265
23 C 2.971
24 C -2.159
25 C -0.678
26 H 0.454
27 C -0.893
28 H 0.606
29 H -0.567
30 H 0.382
31 H -0.490
32 C -0.819
33 H 0.358
34 C -1.067
35 H 0.592
36 H 0.197
37 C -1.710
38 H 0.460
39 H 0.765
40 H 0.335
41 H 0.305
42 C 0.215
43 C 2.317
44 H 0.266
45 H -0.377
46 H 0.297
47 C -0.062
48 H 0.280
49 H 0.313
50 H 0.863
51 O -0.558
52 H -0.367
53 H -0.116
54 H 0.002
55 O -0.610
56 H 0.380
57 C -0.795
58 H 0.475
59 C -0.661
60 H 0.610
61 H -0.173
62 C 1.105
63 H 0.042
64 H 0.128
65 H 1.135
66 C 0.779
67 H 0.513
68 H -0.534
69 H 0.381
70 O -0.467
71 H -0.505
72 H 0.455
73 H 0.343
74 C -0.663
75 H -0.213
76 O -0.732
77 H 0.232
78 H 0.482
79 H 0.290
80 H 0.330
81 H 0.030
82 H 0.315
83 H 0.643
84 C 0.441
85 H 0.320
86 N 0.863
87 H 0.364
88 H 0.179
89 O -0.528
90 C -1.575
91 C -1.157
92 O -0.586
93 H 0.444
94 H 0.506
95 C -1.785
96 H 0.366
97 C -1.725
98 N 0.550
99 O -0.601

- Which of these has the highest largest force on an atom?
  C4H10S2